1.
Formula: C29H32F6Ge2KNO2Sb
Source: the OMol25 dataset
Level of theory: wB97M-V/def2-TZVPD

CARTESIAN COORDINATES (ANGSTROEM)
Sb 3.718 -0.457 0.131
Ge -0.997 -1.920 2.029
Ge 0.298 -2.486 0.028
K 0.867 0.789 -1.343
F 1.722 -1.083 0.075
F 3.587 -0.879 -1.694
F 3.280 -0.047 1.891
F 4.079 -2.227 0.565
F 3.088 1.276 -0.364
F 5.485 0.091 0.137
O -1.897 4.421 -0.054
O -0.223 2.077 0.341
N 0.495 4.497 -1.380
C -2.277 -1.413 -3.100
C -0.394 -2.026 -1.714
C -2.712 2.253 -2.892
C 2.035 -4.423 1.200
C 0.150 2.820 1.291
C -0.471 3.073 -3.075
C 2.778 -6.443 0.130
C 1.383 -4.907 -1.083
C 0.825 4.084 1.070
C 1.415 4.772 2.186
C -2.861 2.917 -1.682
C -1.524 2.339 -3.605
C 0.428 -2.025 -2.846
C 2.752 -5.609 1.241
C -0.602 3.718 -1.857
C -1.453 -1.412 -4.216
C -3.043 4.251 0.774
C 1.273 4.329 3.453
C -1.749 -1.706 -1.847
C 0.992 4.702 -0.158
C 0.263 -1.455 3.429
C -2.252 -0.490 1.627
C 1.350 -4.068 0.035
C 0.527 3.132 3.684
C -0.014 2.417 2.663
C -1.819 3.680 -1.168
C -1.952 -3.562 2.433
C 2.096 -6.098 -1.028
C -0.101 -1.709 -4.091
H -3.802 2.856 -1.150
H -3.330 -1.181 -3.200
H -1.811 0.293 1.008
H 0.407 2.779 4.702
H -1.866 -1.182 -5.190
H 0.813 -2.339 3.748
H 1.683 5.540 -0.153
H -2.878 4.880 1.643
H 1.970 5.685 1.992
H -1.263 -4.398 2.556
H -3.952 4.571 0.261
H -3.137 3.208 1.088
H 0.474 3.147 -3.606
H 1.715 4.864 4.283
H -2.500 -3.421 3.367
H -2.666 -3.805 1.645
H 3.293 -5.883 2.138
H -0.300 -1.072 4.282
H 0.894 5.093 -2.086
H -0.548 1.494 2.847
H -1.419 1.850 -4.564
H 0.851 -4.642 -1.986
H -3.128 -0.907 1.127
H 1.482 -2.269 -2.756
H 0.970 -0.695 3.100
H -2.396 -1.693 -0.976
H 2.027 -3.770 2.064
H 2.118 -6.755 -1.889
H 3.336 -7.370 0.169
H -3.545 1.687 -3.288
H -2.576 -0.045 2.571
H 0.539 -1.709 -4.965

The charge is +1. The HOMO-LUMO gap comes out at 7.45 eV. For the lowest unoccupied orbital energy, the calculation gives -3.06 eV. Its spin multiplicity is 1. Its energy is -6922.71038 hartree.

Atomic partial charges in e from the Löwdin method, atoms 1 to 8:
1. Sb 1.442
2. Ge 0.721
3. Ge 1.017
4. K 0.836
5. F -0.461
6. F -0.330
7. F -0.311
8. F -0.301

2.
Formula: C20H14CaN4O2S2
Source: the OMol25 dataset
Level of theory: wB97M-V/def2-TZVPD

CARTESIAN COORDINATES (ANGSTROEM)
Ca 0.037 -0.439 0.915
S 2.808 -0.295 1.631
S 0.741 -3.027 1.934
O -1.628 -1.111 -0.352
O 0.041 1.512 -0.055
N -1.804 1.433 1.928
N 7.503 -3.622 -0.431
N -1.903 2.371 0.874
N 4.976 -6.934 -0.086
C -2.637 -0.403 3.162
C 4.640 -5.865 0.185
C -2.599 0.425 1.891
C -0.274 3.304 -2.201
C -0.923 2.349 0.027
C 3.259 -1.942 1.214
C -2.868 -0.738 -0.284
C -1.759 5.606 -1.757
C -0.974 3.446 -1.012
C 4.563 -2.165 0.744
C 4.204 -4.527 0.519
C 5.049 -3.417 0.401
C -3.414 -0.018 0.736
C -1.713 4.609 -0.795
C 6.413 -3.540 -0.067
C -3.737 -1.186 -1.436
C -0.325 4.299 -3.171
C 2.396 -3.081 1.339
C 2.910 -4.335 0.979
C -1.066 5.451 -2.954
H -4.730 -0.734 -1.422
H 0.221 4.174 -4.100
H -3.839 -2.275 -1.420
H -3.567 -0.971 3.211
H -1.834 -1.150 3.190
H -2.336 6.505 -1.572
H -1.102 6.228 -3.710
H -3.237 -0.925 -2.371
H 5.212 -1.304 0.652
H -4.486 0.146 0.756
H -2.532 0.230 4.043
H 0.315 2.407 -2.345
H -2.252 4.694 0.139
H 2.253 -5.190 1.071

The charge is -2. The HOMO-LUMO gap comes out at 6.24 eV. For the lowest unoccupied orbital energy, the calculation gives 4.57 eV. Its spin multiplicity is 1. Its energy is -2614.21982 hartree.

Atomic partial charges in e from the Löwdin method, atoms 1 to 8:
1. Ca 1.110
2. S 0.394
3. S 0.383
4. O -0.291
5. O -0.251
6. N 0.019
7. N 0.114
8. N 0.051

3.
Formula: C21H15N4PtS
Source: the OMol25 dataset
Level of theory: wB97M-V/def2-TZVPD

CARTESIAN COORDINATES (ANGSTROEM)
Pt -0.597 0.429 0.000
S -0.148 5.260 0.000
N 3.180 2.120 0.000
N 1.566 0.555 0.000
N -2.615 0.387 0.000
N -0.423 2.703 0.000
C -4.819 1.347 0.000
C 3.825 0.920 0.000
C -3.212 -0.873 0.000
C 5.188 0.685 0.000
C -2.286 -1.939 0.000
C 1.259 4.293 0.000
C 2.818 -0.079 0.000
C 1.847 1.876 0.000
C 4.652 -1.641 0.000
C -1.641 -4.261 0.000
C -0.902 -1.538 0.000
C 3.291 -1.398 0.000
C 0.922 2.949 0.000
C 0.047 -2.538 0.000
C 5.605 -0.629 0.000
C -4.611 -1.018 0.000
C -5.430 0.079 0.000
C -2.623 -3.306 0.000
C -1.087 3.827 0.000
C -0.290 -3.881 0.000
C -3.446 1.438 0.000
H 2.227 4.746 0.000
H -6.503 -0.018 0.000
H 1.076 -2.253 -0.001
H -5.421 2.241 0.000
H -3.663 -3.593 0.000
H 6.655 -0.869 0.000
H 4.982 -2.666 0.000
H -5.028 -2.010 0.000
H 2.666 -2.268 0.000
H 3.625 3.019 0.000
H -2.152 3.930 0.000
H 5.882 1.510 0.000
H 0.481 -4.635 0.000
H -1.902 -5.307 0.000
H -2.995 2.410 0.000

The charge is +1. The HOMO-LUMO gap comes out at 7.47 eV. For the lowest unoccupied orbital energy, the calculation gives -3.41 eV. Its spin multiplicity is 1. Its energy is -1545.62247 hartree.

Atomic partial charges in e from the Löwdin method, atoms 1 to 8:
1. Pt 1.090
2. S 1.124
3. N 0.187
4. N 0.042
5. N -0.070
6. N -0.068
7. C -0.034
8. C -0.184